ORCA calculation (ωB97M-V/def2-TZVPD) on a single C4H7N3O molecule.

As for the HOMO energy: -8.8 eV. The value obtained for the largest force on an atom is 0.048 Eh/bohr. The structure (SMILES) is [H]/N=C1/N[C@H]2C[C@@H]2N1O. As for the net charge: 0. For the HOMO-LUMO gap, the calculation gives 9.634 eV.

```
15
Properties=species:S:1:pos:R:3:lowdin_charge:R:1
H -1.113 -1.863 1.663 0.036
N -1.621 -1.294 1.019 0.154
C -0.884 -0.604 0.286 -0.436
N -1.299 0.455 -0.543 0.079
C -0.085 0.748 -1.238 -0.317
C 1.132 1.631 -1.372 0.003
C 0.862 0.794 -0.124 -0.191
N 0.609 -0.651 0.229 -0.072
O 1.010 -0.969 1.531 -0.064
H -2.261 0.507 -0.903 0.150
H 0.049 -0.081 -1.936 0.137
H 1.057 2.697 -1.198 0.095
H 1.793 1.340 -2.255 0.127
H 0.448 1.462 0.668 0.160
H 1.963 -1.292 1.467 0.140
```

***

ORCA calculation (ωB97M-V/def2-TZVPD) on a molecular structure, C8H19CeI2O3P2.

As for the HOMO energy (spin up / spin down): -15.2 / -15.2 eV. The spin multiplicity is 2. The value obtained for the largest force on an atom is 0.165 Eh/bohr. As for the expectation value of S²: 0.751. As for the net charge: +2. For the HOMO-LUMO gap (spin up / spin down), the calculation gives 6.622 / 6.658 eV.

```
35
Properties=species:S:1:pos:R:3:lowdin_charge:R:1
I 1.058 1.016 -3.581 0.223
I -0.905 2.638 -2.821 0.233
Ce -0.069 -0.398 1.083 1.152
P 1.747 1.844 0.508 0.696
C 3.373 1.194 1.049 -0.243
C 2.285 3.094 -0.706 -0.298
H 3.030 3.778 -0.268 0.076
H 2.123 3.637 2.101 0.073
H 1.399 3.643 -1.048 -0.005
H 0.374 3.410 1.768 0.058
H 3.813 0.641 0.208 0.060
H 2.704 2.569 -1.577 -0.006
C 1.326 2.895 1.961 -0.246
H 4.020 2.042 1.310 0.073
H 1.228 2.284 2.870 0.052
H 3.253 0.521 1.911 0.042
P -1.974 -1.519 -0.855 0.733
C -2.155 -3.326 -0.966 -0.242
C -3.680 -1.073 -0.338 -0.229
H -2.123 -0.031 -2.758 -0.044
H -2.982 -1.594 -3.060 0.080
H -1.182 -1.468 -3.154 0.033
C -2.082 -1.120 -2.633 -0.274
H -3.797 0.014 -0.382 0.057
H -4.403 -1.551 -1.010 0.073
H -3.182 -3.552 -1.299 0.075
H -1.979 -3.789 0.018 0.064
H -3.852 -1.412 0.688 0.062
H -1.434 -3.751 -1.684 0.064
C 0.888 -2.019 -0.333 -0.090
O 1.223 -2.900 -1.014 0.207
O 1.343 -0.678 2.977 -0.163
C 0.490 -1.446 3.550 -0.368
O -0.617 -1.711 2.969 -0.144
H 0.739 -1.879 4.515 0.168
```

***

ORCA calculation (ωB97M-V/def2-TZVPD) on 2 unconnected molecules or ions with the total composition C6H15N2.

As for the HOMO energy: -13.6 eV. The value obtained for the largest force on an atom is 0.094 Eh/bohr. As for the net charge: +1. For the HOMO-LUMO gap, the calculation gives 6.210 eV.

```
23
Properties=species:S:1:pos:R:3:lowdin_charge:R:1
N 0.055 -2.880 -1.928 0.044
C 0.609 -0.107 -0.134 0.110
C 0.633 1.035 -1.000 -0.155
C -0.461 2.046 -0.740 -0.176
C -0.298 3.353 -0.734 0.057
C 0.579 0.117 1.355 -0.190
N -0.181 -0.755 2.200 -0.076
C -0.969 -1.750 1.430 -0.057
H 0.284 -2.010 -1.474 -0.059
H 0.912 -3.367 -2.159 0.029
H -0.460 -2.719 -2.784 0.028
H 1.330 -0.910 -0.284 0.138
H 0.617 0.684 -2.044 0.156
H 1.638 1.485 -0.942 0.191
H -1.452 1.641 -0.613 0.115
H -1.212 3.904 -0.546 0.079
H 0.622 3.881 -0.942 0.082
H 1.664 0.071 1.613 0.182
H 0.282 1.143 1.584 0.131
H -0.840 -0.174 2.699 0.116
H -1.973 -1.356 1.237 0.107
H -0.353 -2.124 0.610 0.056
H -1.084 -2.665 1.994 0.092
```

***

ORCA calculation (ωB97M-V/def2-TZVPD) on a molecular structure, C17H10ClF5IrN5OS.

As for the HOMO energy (spin up / spin down): -12.0 / -11.8 eV. The spin multiplicity is 2. The value obtained for the largest force on an atom is 0.023 Eh/bohr. As for the expectation value of S²: 0.773. As for the net charge: +1. For the HOMO-LUMO gap (spin up / spin down), the calculation gives 6.349 / 5.298 eV.

```
41
Properties=species:S:1:pos:R:3:lowdin_charge:R:1
Ir -0.961 0.215 -0.416 1.173
C -2.722 1.579 5.278 0.004
C -1.765 1.985 4.219 -0.205
C -1.335 3.278 4.004 0.078
C -0.406 3.533 3.001 -0.250
N 0.076 2.538 2.231 0.146
C -0.355 1.326 2.429 -0.663
S 0.284 -0.017 1.458 0.754
N -1.258 1.033 3.402 0.157
C 0.117 4.895 2.719 0.014
H -3.025 2.442 5.862 0.097
H -2.260 0.844 5.939 0.108
H -3.597 1.099 4.842 0.087
H -1.717 4.076 4.623 0.139
H -1.559 0.066 3.521 0.115
H -0.351 5.652 3.343 0.094
H -0.044 5.131 1.666 0.092
H 1.196 4.902 2.880 0.109
Cl -0.059 -2.776 -1.121 0.569
C 0.077 -1.087 -1.561 -0.741
H -0.364 -0.931 -2.551 0.040
H 1.126 -0.801 -1.533 0.030
F -2.625 6.644 -1.197 0.152
C -2.030 5.460 -1.201 -0.136
C -2.463 4.458 -0.347 -0.149
F -3.472 4.665 0.496 0.137
C -1.822 3.237 -0.377 -0.146
F -2.249 2.234 0.455 0.011
C -0.756 2.953 -1.219 -0.256
O -0.105 1.785 -1.185 -0.233
C -0.338 3.976 -2.071 -0.134
F 0.681 3.767 -2.893 0.151
C -0.967 5.210 -2.063 -0.128
F -0.551 6.165 -2.879 0.159
N -2.280 -0.960 0.276 -0.083
C -2.933 -1.743 0.852 -0.117
C -3.608 -2.464 1.777 -0.207
C -3.412 -1.940 3.085 -0.159
N -3.237 -1.391 4.082 0.178
C -4.429 -3.582 1.478 -0.182
N -5.097 -4.485 1.238 0.192
```

***

ORCA calculation (ωB97M-V/def2-TZVPD) on a molecular structure, C8H9CdF6O12S2.

As for the HOMO energy: 0.4 eV. The value obtained for the largest force on an atom is 0.095 Eh/bohr. As for the net charge: -3. For the HOMO-LUMO gap, the calculation gives 6.601 eV.

```
38
Properties=species:S:1:pos:R:3:lowdin_charge:R:1
Cd 0.374 -0.049 0.399 1.393
C 1.083 3.692 1.504 -0.038
C 2.181 2.687 1.032 -0.670
O 3.408 3.113 1.087 -0.169
O 1.962 1.492 0.668 -0.124
H 1.512 4.686 1.632 0.040
H 0.763 3.373 2.496 0.062
H 0.253 3.689 0.798 0.043
C 2.332 -0.791 3.761 -0.024
C 1.353 -0.908 2.529 -0.821
O 0.308 -0.298 2.595 -0.084
O 1.699 -1.462 1.493 -0.075
H 1.815 -1.131 4.658 0.044
H 2.685 0.226 3.932 0.056
H 3.267 -1.335 3.624 0.047
C -2.223 2.815 -1.254 -0.023
C -1.294 1.697 -0.760 -0.747
O -0.480 1.040 -1.416 -0.085
O -1.062 1.572 0.467 -0.151
H -1.957 3.113 -2.268 0.058
H -2.299 3.773 -0.740 0.054
H -3.243 2.434 -1.196 0.054
C -3.771 -1.923 -0.605 -0.636
F -4.949 -2.362 0.004 0.040
F -3.667 -2.500 -1.776 0.125
F -3.862 -0.666 -0.905 0.146
S -2.168 -2.350 0.491 0.532
O -1.760 -3.672 -0.014 -0.358
O -1.171 -1.330 0.182 -0.406
O -2.493 -2.461 1.912 -0.349
C 0.803 -2.407 -3.651 -0.630
F 1.389 -2.885 -4.688 0.142
F -0.132 -1.536 -4.111 0.086
F 0.112 -3.413 -2.994 0.069
S 2.095 -1.595 -2.430 0.492
O 2.951 -2.711 -2.098 -0.347
O 2.769 -0.533 -3.138 -0.340
O 1.414 -1.082 -1.222 -0.406
```

***

ORCA calculation (ωB97M-V/def2-TZVPD) on 2 unconnected molecules or ions with the total composition C2H6FNO2S.

As for the HOMO energy: -8.7 eV. The value obtained for the largest force on an atom is 0.072 Eh/bohr. As for the net charge: 0. For the HOMO-LUMO gap, the calculation gives 9.211 eV.

```
13
Properties=species:S:1:pos:R:3:lowdin_charge:R:1
C 1.629 0.550 -1.111 -0.321
C 0.961 -0.474 -0.688 -0.040
N 2.325 1.532 -0.369 -0.007
O -2.861 0.748 0.861 -0.296
O -3.769 -1.601 0.947 -0.406
F -4.124 -0.122 -0.846 -0.323
S -2.958 -0.731 0.140 0.941
H 1.752 0.722 -2.218 0.118
H -3.681 1.161 1.182 0.078
H 0.793 -0.682 0.360 0.061
H 0.517 -1.094 -1.339 0.001
H 3.023 1.296 0.367 0.093
H 2.816 2.164 -1.085 0.101
```